Computed, not measured: a structure of composition C37H40AsBrCrN6O5S2 at a distorted geometry, with ωB97M-V with the def2-TZVPD basis set.

Each line ends with the Mulliken spin population.
Positions of all 93 atoms, in Å:
Cr1 0.162 0.104 0.222  1.099
C1 -3.303 -0.188 1.051  -0.003
C2 -2.363 -0.315 2.206  0.003
C3 -2.871 -0.266 3.501  0.000
C4 -2.025 -0.303 4.586  0.001
C5 -0.666 -0.429 4.359  -0.003
C6 -0.221 -0.512 3.068  0.021
N1 -1.040 -0.444 1.986  -0.018
C7 1.197 -0.774 2.746  0.013
C8 2.169 -1.155 3.638  -0.006
C9 3.386 -1.593 3.139  0.004
C10 3.548 -1.755 1.776  0.001
C11 2.527 -1.350 0.942  0.001
N2 1.439 -0.760 1.436  -0.035
C12 2.394 -1.660 -0.488  -0.017
C13 3.387 -2.274 -1.194  0.003
C14 3.169 -2.604 -2.523  0.002
C15 1.927 -2.339 -3.052  0.001
C16 0.950 -1.696 -2.304  -0.003
C17 -0.364 -1.395 -2.948  -0.008
N3 1.175 -1.338 -1.015  -0.019
H1 -4.323 -0.393 1.370  0.000
H2 -3.018 -0.884 0.267  0.002
H3 -3.270 0.830 0.655  0.001
H4 -3.941 -0.171 3.638  0.000
H5 -2.412 -0.228 5.596  0.000
H6 0.036 -0.453 5.182  0.000
H7 1.975 -1.156 4.703  0.000
H8 4.180 -1.880 3.817  0.000
H9 4.440 -2.216 1.372  0.000
H10 4.346 -2.474 -0.730  0.000
H11 3.967 -3.027 -3.132  0.000
H12 1.714 -2.584 -4.084  0.000
H13 -0.433 -1.898 -3.912  0.000
H14 -0.464 -0.322 -3.121  0.002
H15 -1.175 -1.739 -2.304  0.002
C18 -2.668 4.289 -2.129  0.000
N4 -2.338 2.881 -1.855  0.002
C19 -3.022 1.768 -2.311  -0.003
C20 -2.378 0.694 -1.797  0.004
N5 -1.299 1.128 -1.040  -0.031
C21 -1.324 2.452 -1.096  0.012
H16 -3.461 4.322 -2.867  0.000
H17 -1.802 4.807 -2.524  0.000
H18 -3.007 4.786 -1.225  0.000
H19 -3.888 1.843 -2.953  0.000
H20 -2.611 -0.351 -1.927  -0.001
H21 -0.662 3.129 -0.569  0.000
N6 1.569 1.484 -0.769  -0.024
C22 2.661 1.275 -1.704  0.010
C23 3.954 1.154 -1.218  -0.007
C24 4.973 0.801 -2.085  0.002
C25 4.692 0.578 -3.432  -0.003
C26 3.423 0.866 -3.934  0.001
C27 2.402 1.209 -3.063  -0.003
S1 5.945 -0.139 -4.499  0.000
O1 6.779 0.958 -4.940  0.000
O2 5.181 -0.783 -5.560  0.000
O3 6.619 -1.094 -3.624  0.000
H22 1.936 1.851 0.110  -0.005
H23 0.945 2.182 -1.146  0.003
H24 4.142 1.289 -0.150  0.000
H25 5.981 0.620 -1.722  0.000
H26 3.242 0.730 -4.996  0.000
H27 1.385 1.375 -3.430  0.000
C28 -4.261 -3.007 -1.981  0.000
As1 -3.338 -4.049 -0.657  0.000
C29 -3.155 -5.787 -1.442  0.000
C30 -4.612 -4.252 0.760  0.000
S2 -1.511 -3.239 -0.047  0.003
H28 -5.126 -3.562 -2.348  0.000
H29 -3.580 -2.807 -2.804  0.000
H30 -4.591 -2.073 -1.532  0.000
H31 -4.131 -6.153 -1.762  0.000
H32 -2.727 -6.458 -0.706  0.000
H33 -2.485 -5.711 -2.290  0.000
H34 -5.503 -4.755 0.385  0.000
H35 -4.872 -3.270 1.141  0.000
H36 -4.158 -4.838 1.550  0.000
Br1 -2.887 3.711 5.446  0.000
C31 -1.274 4.087 4.525  -0.001
C32 -0.564 5.240 4.814  0.000
C33 0.627 5.487 4.134  0.000
C34 1.110 4.582 3.201  0.000
C35 0.382 3.435 2.924  -0.006
C36 -0.825 3.190 3.573  0.001
C37 0.914 2.412 1.975  -0.002
O4 2.119 2.216 1.894  0.007
O5 -0.032 1.760 1.310  -0.001
H37 -0.928 5.933 5.563  0.000
H38 1.185 6.391 4.349  0.000
H39 2.053 4.755 2.695  0.000
H40 -1.401 2.302 3.336  0.000

Output
- 2S+1: 2
- Gap between HOMO and LUMO (alpha / beta): 4.53 / 4.82 eV
- HOMO energy (alpha / beta): -9.154 / -9.154 eV
- Net charge: +1
- LUMO (alpha / beta): -4.6 / -4.3 eV